No. 1
C23H29N6Se2Si2Zr | wB97M-V/def2-TZVPD

The geometry in XYZ format:
```
63
Properties=species:S:1:pos:R:3:nbo_charge:R:1
Zr -0.42 0.34 0.40 2.348
Se -3.96 -0.39 2.37 1.203
Se 1.06 3.55 -0.26 1.104
Si 2.04 -1.46 1.19 1.677
Si 1.78 -0.85 -2.01 1.719
N 0.20 4.72 -1.22 -0.473
N -3.66 0.26 3.97 -0.508
N -2.33 0.09 1.78 -0.824
N -0.44 1.09 2.61 -0.628
N -0.21 2.26 -0.58 -0.972
N -1.43 -1.26 -0.70 -0.664
C 2.57 0.33 1.61 -1.078
C -2.73 -3.20 -1.11 -0.221
C 0.95 -2.14 2.55 -1.112
C -3.12 2.89 -2.73 -0.049
C -0.31 -2.02 -0.53 0.233
C -2.29 2.16 -1.92 -0.315
C -0.51 1.83 4.91 -0.257
C 2.37 -2.51 -2.59 -1.140
C -1.72 0.67 2.80 0.298
C 3.16 0.37 -1.78 -1.137
C 3.53 -2.51 0.90 -1.128
C -0.38 -3.41 -0.60 -0.238
C -1.59 -3.99 -0.90 -0.069
C -1.78 1.39 5.12 -0.055
C -2.61 -1.84 -0.98 0.057
C -0.89 4.19 -1.73 0.076
C -2.45 0.77 4.02 0.114
C 0.48 -0.19 -3.18 -1.133
C 0.88 -1.15 -0.29 -1.414
C -1.79 4.91 -2.58 -0.132
C 0.13 1.66 3.65 0.190
C -2.88 4.26 -3.06 -0.189
C -1.15 2.81 -1.39 0.269
H 0.07 0.78 -2.89 0.223
H 1.45 -2.09 3.52 0.279
H 0.52 -4.00 -0.45 0.259
H -2.28 1.50 6.08 0.284
H -1.66 -5.07 -1.00 0.266
H 2.93 -2.38 -3.52 0.283
H -3.58 4.76 -3.71 0.268
H -3.68 -3.65 -1.37 0.270
H 3.25 -3.54 0.64 0.267
H 3.60 0.57 -2.76 0.285
H -3.99 2.41 -3.15 0.252
H 1.15 2.01 3.53 0.240
H 0.72 -3.19 2.37 0.272
H 2.73 0.45 2.68 0.266
H 2.81 1.33 -1.39 0.222
H 3.05 -3.00 -1.88 0.257
H -2.48 1.11 -1.73 0.223
H -3.46 -1.18 -1.12 0.222
H 1.90 1.15 1.30 0.167
H 0.05 2.31 5.70 0.281
H -0.34 -0.89 -3.35 0.251
H 4.11 -2.55 1.82 0.282
H 0.96 -0.04 -4.16 0.287
H -1.57 5.94 -2.82 0.274
H -0.01 -1.62 2.67 0.206
H 4.18 -2.12 0.11 0.264
H 3.51 0.56 1.11 0.288
H 3.97 0.01 -1.15 0.256
H 1.55 -3.19 -2.81 0.253
```

Results
Highest occupied orbital energy in hartree: -0.6485
Orbital gap in Eh: 0.25546
F_max in eV/A: 0.19
Relative energy (zero: lowest compared OMol25 entry of this formula, charge and spin) in kJ/mol: 0.00
Net charge: +3

No. 2
C23H29N7O2 | wB97M-V/def2-TZVPD

The geometry in XYZ format:
```
61
Properties=species:S:1:pos:R:3:nbo_charge:R:1
O 2.18 1.77 -0.87 -0.506
O -1.64 0.16 3.63 -0.582
N 2.46 -1.41 0.25 -0.217
N 1.02 2.18 1.96 -0.467
N 0.56 0.50 3.67 -0.423
N 0.36 -1.79 -0.42 -0.085
N 1.94 -1.79 1.24 -0.209
N -0.52 -1.60 -1.30 -0.347
N -1.61 -1.41 -3.20 -0.418
C 0.63 2.80 3.00 -0.292
C -1.42 1.70 -1.40 -0.251
C 0.31 1.94 0.71 0.132
C 1.80 -1.14 -2.23 -0.139
C 0.19 2.01 3.88 -0.251
C 1.01 1.74 -0.64 0.358
C -0.01 1.65 -1.59 -0.306
C -1.87 1.53 -0.11 -0.186
C -0.25 -1.65 3.25 -0.508
C -3.89 -1.16 -3.74 -0.319
C 2.28 1.28 2.29 -0.198
C 0.49 -1.75 0.92 0.225
C -2.84 -1.62 -2.66 -0.198
C -0.51 -1.55 -2.56 0.428
C 1.64 -1.48 -0.86 0.150
C -0.62 -2.23 1.74 -0.434
C -1.68 -1.22 -4.73 -0.179
C -0.59 -0.17 3.60 0.728
C -1.04 1.79 0.99 -0.290
C -3.17 -1.63 -4.98 -0.422
C 1.76 0.39 3.34 -0.298
C 2.68 3.11 -0.73 -0.239
C 0.87 -1.57 -3.00 -0.309
H 3.78 2.86 -0.97 0.195
H 2.48 3.38 0.20 0.196
H -1.44 -0.11 -5.00 0.205
H 2.71 0.81 1.17 0.230
H 2.96 -1.02 -2.63 0.256
H -1.10 -1.92 -5.07 0.195
H 0.78 -2.07 3.31 0.221
H 0.66 2.07 5.02 0.189
H -3.33 -1.00 -5.86 0.216
H -3.00 -2.87 -2.44 0.156
H 0.74 -0.96 -4.00 0.191
H -1.32 -1.40 1.41 0.252
H 2.88 2.08 2.46 0.188
H -0.21 3.65 2.83 0.213
H -0.77 -3.21 1.82 0.216
H -0.96 1.83 4.10 0.264
H -0.91 -2.26 3.75 0.212
H 1.44 3.47 3.38 0.172
H -3.11 -1.21 -1.66 0.243
H -2.17 1.27 -2.24 0.209
H 2.43 0.74 4.10 0.174
H -3.32 -2.58 -5.20 0.210
H -4.12 0.13 -3.65 0.174
H -4.73 -1.51 -3.70 0.176
H -3.02 1.63 0.10 0.204
H 1.99 -0.52 2.85 0.276
H 2.46 3.69 -1.55 0.191
H -1.44 1.94 1.91 0.220
H 0.15 1.62 -2.72 0.208
```

Results
Highest occupied orbital energy in hartree: -0.2702
SMILES string: COc1ccccc1N1CCN(C(=O)CCc2nnc3ccc(N4CCCC4)nn23)CC1
Orbital gap in Eh: 0.28695
F_max in eV/A: 19.96
Relative energy (zero: lowest compared OMol25 entry of this formula, charge and spin) in kJ/mol: 1952.47

No. 3
C23H29NO3 | wB97M-V/def2-TZVPD

The geometry in XYZ format:
```
56
Properties=species:S:1:pos:R:3:nbo_charge:R:1
O -0.71 -0.54 1.82 -0.731
O 4.06 0.55 1.46 -0.482
O 3.72 0.91 -1.35 -0.496
N -1.65 2.10 -0.19 -0.453
C 2.02 -2.95 -0.65 -0.225
C 0.71 2.51 -0.05 -0.032
C 1.14 -3.44 0.30 -0.239
C 2.81 1.38 -0.44 0.290
C -4.03 1.63 0.06 -0.404
C -1.09 -3.65 1.38 -0.657
C -3.77 0.17 -0.31 -0.391
C -0.66 -2.15 -0.63 -0.037
C -1.42 0.79 -0.75 -0.258
C -0.20 -3.06 0.32 0.109
C 0.93 2.41 1.32 -0.234
C -0.60 3.04 -0.56 -0.220
C 4.94 0.52 -0.78 -0.096
C -2.08 -1.65 -0.67 -0.420
C -2.32 -0.25 -0.06 -0.055
C 2.06 1.77 1.81 -0.239
C 1.56 -2.08 -1.62 -0.227
C 1.67 2.01 -0.92 -0.261
C 0.23 -1.70 -1.61 -0.210
C 2.99 1.23 0.94 0.206
C -2.98 2.56 -0.55 -0.213
C 4.70 -0.27 0.50 -0.101
C -2.04 -0.24 1.45 -0.068
H 2.22 -1.69 -2.38 0.213
H 0.20 2.80 2.01 0.223
H -2.75 -2.35 -0.16 0.214
H -2.02 -4.02 0.95 0.208
H -1.64 0.78 -1.84 0.168
H -4.45 -0.48 0.25 0.209
H -0.14 0.17 1.51 0.480
H -1.32 -2.89 2.12 0.232
H -0.14 -1.05 -2.39 0.204
H -0.55 3.20 -1.65 0.168
H 1.54 2.08 -1.99 0.223
H -2.31 0.74 1.85 0.178
H 5.64 -0.60 0.95 0.201
H -0.58 -4.48 1.88 0.213
H -3.99 0.04 -1.38 0.201
H -4.02 1.74 1.14 0.202
H -0.83 4.00 -0.08 0.206
H 5.46 -0.09 -1.53 0.200
H -5.02 1.93 -0.29 0.211
H 2.22 1.66 2.87 0.231
H -2.40 -1.61 -1.72 0.212
H 4.07 -1.14 0.28 0.189
H -2.66 -1.00 1.94 0.173
H -0.38 0.52 -0.62 0.237
H 5.55 1.41 -0.55 0.179
H 1.50 -4.14 1.04 0.203
H -3.12 3.57 -0.16 0.201
H 3.05 -3.26 -0.64 0.205
H -3.11 2.59 -1.65 0.156
```

Results
Highest occupied orbital energy in hartree: -0.3030
SMILES string: Cc1ccccc1C[C@]1(CO)CCCN(Cc2ccc3c(c2)OCCO3)C1
Orbital gap in Eh: 0.33407
F_max in eV/A: 0.61
Relative energy (zero: lowest compared OMol25 entry of this formula, charge and spin) in kJ/mol: 202.57

No. 4
C23H29NO5 | wB97M-V/def2-TZVPD

The geometry in XYZ format:
```
58
Properties=species:S:1:pos:R:3:nbo_charge:R:1
O -1.48 -0.44 -2.86 -0.690
O 5.32 -2.18 2.19 -0.491
O -2.36 2.99 0.27 -0.671
O -0.41 1.94 0.42 -0.549
O 0.15 0.79 -1.90 -0.549
N -0.97 -1.74 1.28 -0.250
C -1.15 0.42 -2.05 0.754
C -5.49 2.57 -1.13 -0.225
C -0.02 -1.14 0.60 0.305
C -0.65 -2.78 2.24 -0.430
C -4.37 1.93 -0.64 -0.214
C -5.00 1.74 -3.35 -0.229
C 3.41 -0.80 2.11 -0.248
C 2.45 0.36 -2.23 -0.626
C 1.40 -1.41 0.89 -0.211
C 3.36 -2.89 0.87 -0.326
C -3.43 1.30 -1.52 0.079
C 1.35 3.07 1.46 -0.618
C -0.10 3.16 1.12 -0.075
C 2.07 -2.59 0.47 -0.111
C 4.05 -2.00 1.73 0.339
C -2.07 1.08 -1.11 -0.549
C -2.38 -1.37 1.12 -0.431
C 6.04 -3.41 1.93 -0.258
C -1.65 2.06 -0.10 0.762
C 2.13 -0.51 1.69 -0.156
C 1.08 0.16 -2.82 -0.076
C -3.88 1.07 -2.85 -0.267
C -5.78 2.52 -2.50 -0.260
H 1.73 4.00 1.90 0.216
H -2.62 -1.24 0.06 0.280
H 0.98 0.67 -3.78 0.188
H 3.96 -0.12 2.76 0.237
H 7.05 -3.20 2.27 0.211
H 6.05 -3.67 0.86 0.184
H -0.11 -3.60 1.75 0.234
H 3.85 -3.81 0.54 0.230
H 1.65 0.41 2.01 0.234
H 1.53 -3.28 -0.18 0.214
H -4.22 1.87 0.44 0.205
H 2.59 1.38 -1.85 0.218
H -3.31 0.40 -3.48 0.237
H 0.84 -0.91 -2.93 0.193
H -0.75 3.25 1.99 0.190
H -6.64 3.08 -2.90 0.198
H -1.59 -3.16 2.66 0.226
H -2.60 -0.43 1.65 0.245
H -6.14 3.13 -0.45 0.200
H 2.61 -0.34 -1.39 0.197
H -0.30 3.99 0.44 0.201
H -0.30 -0.42 -0.16 0.289
H 1.95 2.85 0.57 0.215
H 3.22 0.15 -2.98 0.212
H -2.98 -2.17 1.56 0.209
H 5.62 -4.24 2.52 0.186
H -5.24 1.65 -4.41 0.202
H 1.53 2.27 2.19 0.180
H -0.03 -2.39 3.06 0.237
```

Results
Highest occupied orbital energy in hartree: -0.2135
Orbital gap in Eh: 0.17503
F_max in eV/A: 2.48
Relative energy (zero: lowest compared OMol25 entry of this formula, charge and spin) in kJ/mol: 390.59

Question: relative energy (zero: lowest compared OMol25 entry of this formula, charge and spin) of number 3 (C23H29NO3)?
Answer: 202.57 kJ/mol

Question: The lowest orbital gap belongs to which entry?
Answer: C23H29NO5

Question: Look up the relative energy (zero: lowest compared OMol25 entry of this formula, charge and spin) of the third one.
Answer: 202.57 kJ/mol